Here is an isolated molecule of C7H6 at a distorted geometry from the Open Molecules 2025 dataset. Energies are from ωB97M-V/def2-TZVPD.

Properties
Gap between HOMO and LUMO in eV: 8.25
Net charge: 0
HOMO level in eV: -8.66

Each line ends with the Löwdin charge.
Cartesian coordinates (Å):
C  0.170  1.427  0.044  -0.0827
C  -1.046  1.392  0.051  -0.0798
C  1.597  1.040  -0.001  -0.2967
C  0.363  -1.137  0.096  -0.1603
C  -2.108  0.443  -0.004  -0.0962
C  -1.371  -0.734  0.096  -0.0238
C  1.833  -0.450  0.079  0.1000
H  2.163  1.368  -1.052  0.1687
H  2.320  1.657  0.756  0.1545
H  0.314  -1.840  0.853  0.0358
H  0.587  -1.797  -0.816  0.1128
H  -3.179  0.435  -0.198  0.0939
H  -1.642  -1.803  0.096  0.0738